DFT (ωB97M-V with the def2-TZVPD basis set) results for a structure of composition C44H82BrCl40N2O6P2.

Highest occupied orbital energy in Eh: -0.4318
Relative energy (zero: lowest compared OMol25 entry of this formula, charge and spin) in kJ/mol: 986.9
HOMO-LUMO gap in Ha: 0.2328

Geometry as ORCA input:
```
! RIJCOSX wB97M-V def2-TZVPD def2/J DEFGRID3
* xyz 1 1
C 11.1350 -2.4205 -1.2770
C 9.8151 -3.3326 -1.0398
C 8.7328 -3.2093 -2.2371
C 8.5171 -1.7033 -2.7592
C 7.8802 -0.7672 -1.6044
C 7.7080 0.7688 -2.0389
C 6.6879 0.9741 -3.2910
C 5.2571 0.2753 -3.0586
C 4.3085 0.3424 -4.3830
C 2.9472 -0.4713 -4.0712
C 1.7281 -0.0882 -5.0712
C 0.4231 0.4777 -4.3040
C -0.9651 -0.1279 -4.8760
C -1.1920 -1.5874 -4.1999
C -2.6308 -1.7709 -3.5121
C -2.6449 -2.6792 -2.1842
C -1.5410 -2.2311 -1.1149
C -0.2660 -3.0774 -0.8460
C 0.0990 -4.4843 -1.5330
C -0.0553 -4.5122 -3.1258
N 1.0024 -4.9097 -3.8348
N 0.7049 -2.5752 0.1146
C 0.5563 -1.3547 0.8761
Br 1.9944 -0.8938 2.1309
C -0.6790 -0.4422 0.7322
P -1.0458 1.1438 1.6705
O 0.0085 1.5859 2.6968
C -1.7577 -0.9062 -0.3339
C -3.0596 0.0193 -0.5782
O -2.9272 1.2348 -0.8944
O -4.4037 -0.4718 -0.5022
P -4.8994 -0.7639 1.1098
O -6.3131 -1.3911 1.0131
O -5.0694 0.6469 2.0484
O -3.8956 -1.9443 1.8326
H 12.0771 -3.0101 -0.9611
H 11.2697 -2.1778 -2.3859
H 10.9989 -1.4647 -0.6597
H 10.1663 -4.4220 -1.0172
H 9.3497 -3.1341 0.0021
H 9.0784 -3.9133 -3.0849
H 7.7475 -3.6478 -1.8306
H 7.7812 -1.7144 -3.6475
H 9.4970 -1.2252 -3.1305
H 8.6497 -0.7802 -0.7392
H 6.9051 -1.1989 -1.1922
H 7.3599 1.3415 -1.0987
H 8.7491 1.1749 -2.3109
H 6.4851 2.1113 -3.3248
H 7.2403 0.6232 -4.2272
H 5.3698 -0.8407 -2.8025
H 4.7382 0.8682 -2.2133
H 4.0885 1.4180 -4.7015
H 4.9150 -0.1536 -5.2291
H 2.6618 -0.2046 -2.9816
H 3.2296 -1.5918 -4.1304
H 1.4870 -1.0372 -5.6910
H 2.1645 0.6788 -5.8191
H 0.5766 0.2549 -3.1903
H 0.4243 1.6262 -4.4528
H -0.7931 -0.2832 -6.0052
H -1.8598 0.5687 -4.7283
H -1.1341 -2.3669 -5.0537
H -0.2988 -1.7732 -3.5129
H -3.0580 -0.7396 -3.2131
H -3.3808 -2.2263 -4.2633
H -2.6005 -3.8123 -2.3901
H -3.6806 -2.5119 -1.6902
H 1.2213 -4.6823 -1.3171
H -0.4540 -5.3785 -1.0481
H -0.9854 -4.2659 -3.7220
H 0.7111 -4.8914 -4.8388
H 1.5725 -3.1334 0.2705
H -2.3147 1.0033 2.3678
H -1.2488 2.2489 0.7525
H -5.7398 1.2389 1.6089
H -3.5729 -1.4991 2.6659
C 8.5874 -1.4588 -6.8001
Cl 8.6737 -3.2224 -6.7182
Cl 10.0491 -0.7155 -6.1414
H 8.4757 -1.1578 -7.8408
H 7.7275 -1.1196 -6.2234
C -8.9266 -1.3178 3.0302
Cl -9.5732 -0.5268 4.4750
Cl -9.4272 -3.0119 2.9556
H -9.2980 -0.7993 2.1472
H -7.8392 -1.2707 3.0547
C -8.3445 2.8000 -0.2147
Cl -8.2641 1.0346 -0.1576
Cl -6.8762 3.5202 0.4620
H -8.4503 3.1192 -1.2508
H -9.2036 3.1342 0.3631
C -9.6108 -6.0012 4.8634
Cl -8.4123 -6.6687 5.9777
Cl -9.8372 -7.0530 3.4606
H -10.5615 -5.8969 5.3847
H -9.2679 -5.0250 4.5250
C -3.5114 -6.6101 -3.2175
Cl -3.5348 -8.2177 -3.9487
Cl -1.8992 -5.8756 -3.3302
H -4.2259 -5.9737 -3.7386
H -3.7897 -6.6946 -2.1673
C -8.4034 -1.9829 8.0158
Cl -8.4890 -3.5793 7.2640
Cl -6.7872 -1.2860 7.8414
H -9.1259 -1.3248 7.5347
H -8.6380 -2.0763 9.0752
C -12.4343 -3.8895 0.8063
Cl -13.5318 -4.8224 1.8303
Cl -13.3194 -3.0205 -0.4538
H -11.9003 -3.1692 1.4243
H -11.7249 -4.5692 0.3362
C 3.9462 1.4242 4.3214
Cl 4.0409 -0.3418 4.3781
Cl 5.3922 2.1662 5.0093
H 3.8476 1.7398 3.2830
H 3.0761 1.7498 4.8902
C 2.4359 4.3284 2.3561
Cl 4.0079 4.6944 3.0757
Cl 2.5992 3.1836 1.0180
H 1.7900 3.8910 3.1168
H 1.9935 5.2509 1.9827
C 3.4231 4.7211 -2.3602
Cl 2.7070 4.2460 -3.9056
Cl 5.1645 4.4190 -2.3431
H 3.2460 5.7856 -2.1996
H 2.9564 4.1440 -1.5645
C -12.5809 2.3207 0.8484
Cl -11.0277 1.5609 0.4758
Cl -12.3596 3.9851 1.4009
H -13.1974 2.3245 -0.0494
H -13.0753 1.7496 1.6330
C 2.7926 -6.5557 0.4091
Cl 3.5064 -4.9435 0.5685
Cl 3.1377 -7.2518 -1.1763
H 3.2083 -7.2036 1.1795
H 1.7132 -6.4790 0.5348
C 8.4340 0.0668 5.6856
Cl 8.3877 -1.5341 4.9363
Cl 10.0457 0.7818 5.5650
H 7.7201 0.7154 5.1785
H 8.1656 -0.0263 6.7370
C -7.8093 4.5363 3.8342
Cl -8.4642 5.3414 5.2641
Cl -8.3058 2.8403 3.7716
H -8.1746 5.0450 2.9431
H -6.7217 4.5857 3.8672
C -4.9640 -0.2086 11.2318
Cl -4.7024 -1.3041 12.5931
Cl -3.4939 0.6967 10.8477
H -5.2568 -0.7914 10.3588
H -5.7557 0.4934 11.4892
C -1.6809 3.4750 9.6632
Cl -0.1492 2.6956 9.2475
Cl -1.4249 5.1383 10.2035
H -2.3235 3.4832 8.7839
H -2.1591 2.9118 10.4642
C 0.4111 7.8206 -3.7193
Cl 1.5931 7.1977 -2.5617
Cl 0.2333 6.7291 -5.0980
H -0.5522 7.9221 -3.2216
H 0.7450 8.7931 -4.0781
C 2.5836 5.2392 -7.3153
Cl 2.1382 3.6241 -7.8804
Cl 3.4875 6.1213 -8.5521
H 1.6765 5.7941 -7.0769
H 3.2025 5.1443 -6.4246
C 3.1894 4.8297 9.8273
Cl 3.9111 6.4364 9.9715
Cl 3.4762 4.1412 8.2241
H 3.6307 4.1749 10.5773
H 2.1153 4.9078 9.9914
C 6.7799 5.9396 -10.1206
Cl 7.5786 4.4334 -10.5881
Cl 6.6044 7.0262 -11.5036
H 5.7918 5.7079 -9.7257
H 7.3768 6.4341 -9.3555
*
```

Löwdin atomic charge list, values in e, 8 entries: C -0.128; C -0.260; C -0.215; C -0.220; C -0.220; C -0.203; C -0.207; C -0.214

DFT (ωB97M-V with the def2-TZVPD basis set) results for a cluster of 14 separate species, C29H66O24 in total.

Highest occupied orbital energy in Eh: -0.3775
HOMO-LUMO gap in Ha: 0.3708

Geometry as ORCA input:
```
! RIJCOSX wB97M-V def2-TZVPD def2/J DEFGRID3
* xyz 0 1
C -2.5324 0.2366 0.9046
O -3.2405 1.0443 -0.0205
H -1.4541 0.3522 0.7557
H -2.7955 0.4514 1.9436
H -2.7425 -0.8282 0.7541
H -3.6443 0.4111 -0.6420
C 0.6918 -1.9578 -5.8164
O -0.1031 -0.8238 -5.5104
H 1.6799 -1.6688 -6.1643
H 0.8204 -2.6550 -4.9834
H 0.1931 -2.5002 -6.6294
H -0.9136 -1.1333 -5.0641
C -1.8017 -3.4593 -3.8029
O -2.2366 -2.2297 -4.3814
H -0.8833 -3.2929 -3.2417
H -2.5473 -3.8596 -3.1124
H -1.5752 -4.2268 -4.5478
H -3.1666 -2.3411 -4.5982
C -0.5210 3.3430 1.2686
O -0.4844 4.7344 0.9688
H 0.3234 2.7937 0.8445
H -0.4413 3.1498 2.3435
H -1.4388 2.8962 0.8827
H -1.3887 5.0251 0.8370
C 0.5134 4.5412 -2.2066
O 0.6747 4.0137 -3.5205
H 0.5055 3.7020 -1.5047
H 1.2745 5.2246 -1.8289
H -0.4616 5.0212 -2.1881
H 1.6134 3.8951 -3.6944
C -4.4527 -1.9707 -1.6073
O -4.8226 -0.5921 -1.6254
H -4.7364 -2.5295 -0.7134
H -4.8184 -2.4526 -2.5147
H -3.3599 -2.0281 -1.6391
H -5.5980 -0.5048 -2.1835
C 3.1877 4.3390 0.3902
O 2.2821 5.1437 1.1340
H 2.8210 3.8386 -0.5072
H 4.0338 4.9678 0.1139
H 3.5839 3.5856 1.0772
H 1.3674 4.8303 1.0484
C 3.5479 -2.1127 -3.5920
O 3.9687 -2.1161 -4.9433
H 4.1279 -1.3697 -3.0380
H 2.4749 -1.9048 -3.5222
H 3.7564 -3.0668 -3.1158
H 4.0386 -1.2343 -5.3086
C -1.2483 -3.8001 0.1471
O -1.6348 -4.8020 -0.7742
H -0.1698 -3.8141 0.2910
H -1.5188 -2.8155 -0.2564
H -1.7180 -3.9398 1.1210
H -2.5725 -4.9911 -0.7435
C -3.0304 2.6562 -2.7550
C -2.4867 2.9025 -4.1544
C -1.9969 1.6329 -4.8405
O -2.7191 1.6280 -6.0824
C -3.6040 2.6718 -6.1209
O -4.3181 2.8820 -7.0395
O -3.5373 3.3804 -4.9853
H -3.5799 1.7104 -2.7514
H -3.7719 3.4042 -2.4772
H -2.2411 2.5538 -2.0124
H -1.6887 3.6461 -4.1973
H -2.1958 0.6636 -4.3793
H -0.9290 1.7148 -5.0450
C -0.6778 -0.9359 6.2561
C -1.3475 -1.5191 5.0212
C -0.4975 -1.3557 3.7573
O -0.6900 -2.6062 3.0909
C -1.1297 -3.5247 3.9729
O -1.2782 -4.6816 3.7390
O -1.4052 -2.9410 5.1520
H 0.1668 -1.4950 6.6512
H -1.4345 -0.8098 7.0316
H -0.3106 0.0718 6.0417
H -2.3472 -1.0872 4.9355
H 0.5644 -1.2360 3.9650
H -0.9068 -0.5468 3.1552
C -0.2727 -0.4173 -1.9987
C 1.0385 -0.4238 -1.2299
C 1.7145 0.9516 -1.1735
O 2.0646 1.0878 0.2101
C 1.5268 0.0980 0.9176
O 1.7458 -0.1128 2.0707
O 0.7597 -0.6786 0.1511
H -0.9444 0.3984 -1.7307
H -0.7650 -1.3731 -1.8098
H -0.0453 -0.3601 -3.0673
H 1.6729 -1.2341 -1.5899
H 0.9952 1.7449 -1.3806
H 2.5106 0.9940 -1.9147
C 2.1771 -4.6237 2.6377
C 2.5061 -3.2889 1.9985
C 3.5033 -2.3839 2.7365
O 4.2346 -1.7521 1.6962
C 4.0539 -2.4492 0.5559
O 4.5685 -2.1667 -0.4852
O 3.1877 -3.4497 0.7240
H 1.6204 -5.2051 1.8983
H 1.6400 -4.4743 3.5682
H 3.0389 -5.2829 2.7706
H 1.5861 -2.7549 1.7621
H 4.1263 -2.9909 3.4008
H 3.0632 -1.6311 3.3852
C 2.4618 2.0232 4.3561
C 1.9109 2.9472 5.4385
C 0.3812 2.8960 5.4777
O 0.1153 2.6069 6.8489
C 1.2295 2.3180 7.5138
O 1.2708 1.9175 8.6423
O 2.3197 2.4978 6.7311
H 1.9741 1.0534 4.4565
H 3.5332 1.8498 4.4539
H 2.2719 2.4484 3.3705
H 2.2254 3.9891 5.3389
H 0.0087 2.0851 4.8485
H -0.0748 3.8465 5.2080
*
```

Löwdin atomic charge list, values in e, 8 entries: C -0.160; O -0.131; H 0.055; H 0.079; H 0.078; H 0.026; C -0.152; O -0.149